78
Properties=species:S:1:pos:R:3:forces:R:3 method="wB97M-V/def2-TZVPD" s2=0.785 multiplicity=2 e_lumo_ev="-7.2036 / -6.9513" homo_lumo_gap_ha="0.20533 / 0.23023" charge=+2
V 0.166703 0.471757 0.592262 -1.5004 2.3844 2.0474
C 2.052690 1.140554 1.552336 0.3146 0.8179 -1.0946
C 1.931947 1.514682 0.133129 -0.0601 0.4470 0.9024
C 0.693093 3.030801 1.438923 0.1358 -0.6259 -0.9895
C 1.307183 2.100115 2.324695 0.9372 -0.2969 -0.5815
C 0.996097 2.649559 0.092006 1.7951 0.1938 0.8262
C 3.224113 0.417749 2.158253 -0.1388 -0.2823 0.5040
H 3.880656 -0.070569 1.435491 -0.1986 0.2431 0.1973
H 2.840995 -0.336280 2.856082 0.3712 -0.0252 -0.0173
H 3.838615 1.114929 2.756423 -0.2884 -0.2079 -0.3325
C 1.546327 2.252054 3.788296 -0.5776 0.1400 -0.0479
H 1.825063 1.293644 4.238842 -0.0019 0.3154 0.0101
H 0.630873 2.638314 4.241747 0.5689 -0.0786 0.2187
H 2.360970 2.985492 3.937037 -0.1880 -0.3393 -0.0837
C 0.133775 4.368523 1.777388 -0.1897 -0.3808 0.5071
H 0.983539 5.061516 1.912905 -0.3201 -0.1455 -0.1116
H -0.416075 4.280753 2.720814 0.1363 0.4472 -0.3656
H -0.511263 4.733271 0.975537 0.0577 0.1025 0.2179
C 0.941905 3.649472 -1.028123 -0.4823 0.2836 -0.1148
H 1.507001 4.568773 -0.762231 -0.2325 -0.6055 0.0449
H -0.101603 3.955313 -1.178827 0.2806 0.1239 -0.1903
H 1.349669 3.280578 -1.975330 -0.0698 0.1090 0.4969
C 3.067488 1.387779 -0.856138 0.0299 0.0403 -0.1686
H 3.775906 2.232347 -0.737802 -0.4075 -0.3368 0.0552
H 2.723010 1.410983 -1.893156 0.0902 -0.0327 0.1693
H 3.653311 0.477116 -0.715315 -0.0962 0.1567 -0.0695
C -1.067076 -2.978078 -0.586983 -0.7690 -1.4784 1.1057
C 0.358325 -3.156195 -0.550956 0.0803 -1.2895 0.5106
C 1.011796 -3.779774 -1.863065 0.5459 0.3049 0.6670
C 0.548564 -3.165992 -3.172341 0.0946 -0.2532 0.3268
C 0.167515 -1.748779 -2.983935 -3.9076 0.4279 -3.3797
C -1.174171 -1.331401 -2.872671 2.4591 -2.1877 -3.9466
C -2.311740 -2.246585 -2.600739 -0.2109 -0.3634 0.1830
C -1.944242 -3.418099 -1.659636 -0.8260 -0.4684 -0.9728
H 0.814713 -4.862539 -1.941106 -0.0390 0.3594 0.7848
H -0.234381 -3.752578 -3.670463 0.1127 0.2450 0.3463
H 2.108519 -3.692892 -1.799455 -0.3801 -0.1237 -0.0469
H -1.562227 -4.281720 -2.231738 0.0016 0.4904 0.2723
H -1.605359 -2.709928 0.324981 0.4007 -0.0059 -0.4924
H 0.815035 -3.821344 0.222079 -0.8854 -1.2374 -0.2478
H -2.879556 -3.757203 -1.231883 -0.2357 -0.1590 0.1826
H -3.130885 -1.646102 -2.164644 0.1974 -0.3990 -0.0751
H -1.511627 -0.444352 -3.406994 0.5142 -0.1243 0.4911
H -2.691097 -2.681709 -3.534737 -0.0613 0.2752 -0.0100
H 1.391590 -3.196930 -3.851971 0.1540 0.0648 -0.2407
H 0.937495 -1.058608 -3.327086 -0.4265 0.0132 0.1133
P 0.855257 -1.976160 0.837165 -0.0749 2.7963 -1.7406
C -0.114050 -2.694099 2.215857 1.0376 -0.8093 0.3950
C 2.624283 -2.070780 0.382875 0.7495 -0.8958 0.9779
P -0.742001 1.045079 -1.752783 0.9282 -0.6193 1.3610
C -0.104758 -0.490055 -1.011330 1.0656 1.0017 -0.7894
C 0.285676 1.320820 -3.260366 -0.0061 1.0342 -0.3385
C -2.580006 1.118586 -1.953366 -0.0411 0.4665 -0.1011
H -1.171266 -2.402938 2.147281 0.5329 0.1979 -0.1297
H 0.273265 -2.425953 3.206228 0.0302 -0.0692 -0.2689
H -0.024651 -3.774737 2.051059 -0.2739 0.0458 0.5497
H 2.655368 -2.797506 -0.436398 0.2899 0.1457 0.5611
H 3.176372 -2.475836 1.242603 0.3864 0.2937 -0.4504
H 3.071915 -1.138342 -0.004150 -0.6505 -0.5028 0.5960
H -2.978509 0.662267 -2.868806 0.3547 0.0574 0.1768
H -2.868083 2.180920 -1.983228 0.1756 -0.2722 0.1492
H -3.080230 0.648386 -1.091827 0.4282 0.1240 -0.2240
H -1.057025 -1.004584 -0.717305 0.7123 -0.3667 0.4413
H 0.747236 -1.136868 -1.448943 -1.6794 1.6839 1.0789
H 0.526274 2.385582 -3.395194 -0.2632 -0.4094 0.0234
H -0.221197 1.006371 -4.186349 -0.0158 -0.0758 0.4908
H 1.238817 0.781279 -3.190424 -0.4588 0.2240 0.1829
O -2.663858 -0.871227 0.691315 0.5036 1.9148 1.1536
C -2.647816 0.076997 1.510080 -0.4748 -1.2609 -0.5248
C -3.832176 0.469783 2.353931 -1.0776 -0.3215 0.1798
C -3.294782 1.481755 3.327667 0.1014 0.5382 0.6013
C -1.866682 1.695711 2.885223 -0.2884 1.3988 1.4916
O -1.181645 2.510923 3.491678 -0.5647 -1.5197 -1.5022
N -1.552634 0.873034 1.794155 1.1597 -0.6044 -0.8143
H -4.616722 0.930101 1.716947 0.3774 -0.5815 0.1946
H -4.255283 -0.413403 2.875971 0.1336 0.4004 -0.6532
H -3.802810 2.478494 3.300607 0.3604 -0.9046 0.1775
H -3.241461 1.127982 4.387927 -0.2423 0.3515 -0.8467

---

79
Properties=species:S:1:pos:R:3:forces:R:3 method="wB97M-V/def2-TZVPD" s2=6.060 multiplicity=5 e_lumo_ev="-3.0869 / -5.0292" homo_lumo_gap_ha="0.21589 / 0.18858" charge=+1
C 0.817138 -1.852563 -0.162807 0.2511 -1.9837 -0.1165
C -0.743756 -2.047698 -0.221886 -0.5773 -1.9351 -0.0831
C -1.095592 -2.138934 -1.615532 1.1289 -1.3155 1.8906
H -1.533940 -1.518025 0.534362 1.0112 -3.3724 -1.4031
C 0.136597 -2.301685 -2.360726 -0.0385 0.4443 1.2787
C 1.285972 -2.045096 -1.505628 -0.5016 -0.2041 0.4109
H 2.374564 -2.114541 -1.762589 -1.4096 0.0393 0.1395
H 1.525470 -1.421238 0.630076 -1.1017 -1.8765 -0.9995
H -2.144229 -2.270910 -1.939763 0.9826 0.2120 -0.0458
H 0.197417 -2.784110 -3.324238 0.0606 0.4776 -0.1778
C -1.151777 2.042220 -1.793356 0.7583 0.5458 0.5457
C -1.151166 1.754270 -0.392428 0.4100 2.6353 1.1446
C 0.377727 1.951797 0.041809 0.5406 1.4179 0.9262
H -2.021110 1.360018 0.196893 0.3299 2.3924 -0.4819
C 1.129429 2.095727 -1.167158 -0.4436 0.4590 0.6723
C 0.183816 2.310770 -2.243669 0.6426 -0.1858 0.4072
H 0.469705 2.808577 -3.182813 -0.3635 -0.8194 0.3496
H -2.078621 2.272207 -2.329978 0.6151 -0.6211 -0.0152
H 0.968974 1.665468 1.020535 -1.6181 1.7721 -1.8753
H 2.269102 2.116830 -1.145467 -1.9139 0.2065 -0.4047
Pt 0.196596 -0.028378 -2.104646 1.2314 0.0191 -3.7674
O -0.921739 0.206850 -3.762781 -0.2509 0.1271 -0.3535
C -1.143863 -0.828122 -4.737801 -0.3922 1.6612 0.8992
C 0.040154 -0.987407 -5.592538 -0.3156 -1.0839 1.3242
H -1.458753 -1.772733 -4.264459 -0.1302 0.2477 -0.3467
H -1.974703 -0.289563 -5.209188 -0.1585 -1.0774 -0.8275
H 0.782527 -1.706793 -5.254257 -0.0578 -0.1298 -0.3809
H 0.961305 -2.043384 -7.806275 -0.0274 0.5328 -0.0986
C 0.751477 -0.969900 -7.911591 -0.1119 0.3506 0.5185
C 0.229848 -0.274610 -6.771483 0.6593 1.3499 -2.4778
C -0.073076 1.127430 -6.929413 -0.0073 -1.0674 0.1785
H -0.441836 1.682571 -6.055241 0.1489 -0.2620 -0.4725
C 0.138131 1.755103 -8.152043 0.0079 -0.1253 -0.1789
H -0.089124 2.821226 -8.249250 0.1148 -0.3899 0.0033
C 0.627148 1.040857 -9.261389 -0.0529 -0.2139 0.3755
H 0.777214 1.547310 -10.218909 -0.0634 -0.1934 0.3746
C 0.923655 -0.328205 -9.130069 0.0187 0.3593 -0.0494
H 1.301907 -0.891377 -9.988551 -0.1626 0.2316 0.3014
C -3.408306 -0.319151 2.588185 -0.0449 0.0593 0.0902
Si -1.928183 -1.140016 3.360192 -0.6273 -0.5935 0.7302
C -2.028080 -1.054119 5.212340 -0.3972 -0.1415 0.0090
C -1.895927 -2.933349 2.865078 -0.0746 -0.0506 -0.0294
Si -0.019530 -0.022396 2.992130 0.0205 0.1918 -0.7755
Te -0.305932 -0.038460 0.429490 0.8999 1.4354 0.7992
Si -0.025939 2.220708 3.437914 0.0087 0.9728 -0.0161
C -0.056740 2.275502 5.288136 -0.0005 0.1099 0.0690
C 1.507328 3.122543 2.849895 0.0825 -0.0725 0.1062
C -1.518689 3.119192 2.776444 -0.0537 -0.0723 0.0402
Si 1.930875 -1.101605 3.378315 0.7769 -0.6388 0.2592
C 2.026659 -1.017316 5.233072 0.1612 -0.0143 0.0110
C 1.936434 -2.897887 2.877662 0.0219 -0.0117 0.0098
C 3.413795 -0.268541 2.616546 -0.0263 0.0738 0.0462
H -4.279510 -0.882830 2.947702 0.0160 0.1864 -0.1886
H -3.389678 -0.370294 1.495568 -0.1678 0.0618 0.0203
H -3.505892 0.722624 2.908180 -0.0853 -0.1404 -0.1385
H -2.928514 -1.617005 5.479305 0.0909 0.0773 0.3425
H -1.157515 -1.524558 5.677008 -0.1496 0.0749 0.0702
H -2.130551 -0.023794 5.558251 -0.0092 -0.1436 0.1329
H -1.839307 -3.081892 1.784182 -0.0007 -0.2123 0.2761
H -1.070401 -3.462925 3.348923 -0.1607 -0.0238 -0.1038
H -2.844541 -3.350859 3.229208 0.1768 -0.0839 -0.0782
H 0.826924 1.796560 5.714308 -0.1465 0.0880 0.1492
H -0.052472 3.340310 5.545042 0.0008 -0.1295 0.2342
H -0.965142 1.813429 5.678685 0.1370 0.0839 0.1551
H 1.584060 3.160013 1.760187 0.1528 0.3058 0.4250
H 1.411426 4.148661 3.230270 0.1428 -0.1426 -0.0774
H 2.412350 2.673730 3.268697 -0.0068 0.1854 -0.0357
H -1.527896 3.163456 1.684051 -0.0726 0.0868 0.1962
H -2.445094 2.662058 3.138311 0.0394 0.1950 -0.0834
H -1.450044 4.143173 3.170203 -0.1444 -0.1585 -0.1188
H 1.160774 -1.500629 5.694377 0.1631 0.0911 0.0838
H 2.934286 -1.564586 5.510631 -0.1093 0.0837 0.2197
H 2.109959 0.015639 5.578630 0.0097 -0.1596 0.1383
H 1.890619 -3.036055 1.794853 0.0102 -0.2071 0.2661
H 2.887252 -3.308022 3.244089 -0.1831 -0.0653 -0.0728
H 1.112786 -3.442542 3.347506 0.1655 -0.0368 -0.0999
H 3.392253 -0.314095 1.523200 0.1375 0.0777 0.0497
H 3.500078 0.774505 2.936126 0.0998 -0.1514 -0.1301
H 4.293446 -0.823130 2.971330 -0.0669 0.1849 -0.1658

---

79
Properties=species:S:1:pos:R:3:forces:R:3 method="wB97M-V/def2-TZVPD" multiplicity=1 e_lumo_ev="-1.5728 / -1.5745" homo_lumo_gap_ha="0.18320 / 0.18320"
C 1.184545 0.904720 -2.540305 0.4801 -0.2374 0.3247
C 2.137847 1.292479 -1.554902 -0.1743 -0.2791 -0.4936
C 3.367516 0.647688 -1.846406 -0.4922 -0.2487 -0.2757
H 1.953788 1.974751 -0.722028 0.0897 -0.2585 -0.2818
C 3.188836 -0.149953 -3.004465 -0.4720 0.2826 0.4074
C 1.837666 0.012285 -3.450282 -0.0408 -0.2687 0.8857
H 1.388344 -0.432382 -4.328796 0.1092 0.2424 -0.2676
H 0.145167 1.225580 -2.597637 0.2904 -0.0442 -0.0433
H 4.283102 0.730163 -1.262098 -0.2250 0.0672 -0.2102
H 3.952318 -0.725025 -3.512303 0.0116 0.0890 -0.0372
C 0.903198 -2.709982 2.017692 -0.8743 1.6960 1.5590
C 0.066752 -1.724561 2.599740 0.8185 -2.3584 -0.2683
C -1.259929 -1.843090 1.947851 0.8088 1.1002 -0.8295
H 0.289396 -1.097146 3.461962 -0.0010 -0.0506 -0.4688
C -1.141992 -2.926679 0.982182 0.7294 -0.8351 0.3517
C 0.160905 -3.423097 1.039430 -1.3694 -0.1031 -0.2727
H 0.563094 -4.263696 0.465911 -0.2248 0.4235 0.1150
H 1.940333 -2.887029 2.281301 -0.2067 0.1181 -0.1350
H -2.195284 -1.478724 2.375978 0.3290 -0.1547 -0.1270
H -1.962102 -3.302179 0.371696 0.2888 0.1951 0.1021
Tl 0.766600 -2.454228 -2.398907 0.5063 0.8656 0.4912
O 2.855147 -2.827683 -0.174625 -1.4562 -0.1848 -1.5660
C 4.156338 -2.580607 -0.446108 1.9021 0.2865 1.1998
C 4.323002 -3.314431 -1.718323 0.0402 0.8157 -0.0015
H 4.444267 -1.510465 -0.576797 -0.3361 -0.6247 0.2612
H 4.751115 -3.099596 0.338417 0.3636 0.6168 -0.2514
H 4.464196 -2.720392 -2.618734 -0.4415 -0.0368 0.0608
H 5.311323 -4.618489 -3.815872 -0.1179 -0.1628 0.0734
C 5.046140 -5.275931 -2.989796 -0.0270 0.3745 0.6053
C 4.509614 -4.693765 -1.800710 -0.4534 -1.8486 -0.2180
C 4.162494 -5.576714 -0.730467 0.5306 0.5239 -0.0475
H 3.717646 -5.130734 0.166829 0.0706 -0.3460 -0.4031
C 4.444193 -6.929372 -0.818111 -0.0684 0.1132 -0.0039
H 4.198613 -7.571958 0.021134 0.0225 0.0157 -0.1152
C 5.037700 -7.467227 -1.966856 -0.2275 0.2864 0.2191
H 5.249232 -8.534345 -2.012198 -0.0004 0.2697 -0.0592
C 5.330317 -6.627250 -3.042344 0.0053 -0.1407 0.0452
H 5.791646 -7.045709 -3.924432 0.0073 0.0113 -0.1102
C -3.893899 0.741861 -1.733520 -0.3630 -0.2189 -0.0710
Si -3.959283 1.202306 0.092544 0.4860 0.3999 -0.0705
C -5.206070 2.587942 0.371642 -0.3673 -0.1360 -0.0663
C -4.494375 -0.286896 1.104099 -0.2260 -0.1485 -0.0644
Si -1.820060 1.939102 0.684199 -0.6639 0.2055 0.4331
Te -0.375034 -0.107703 0.492017 0.2591 -0.1031 -0.5253
Si -1.393851 3.972291 -0.530508 0.3390 -0.4900 -0.0580
C -2.662529 5.287383 -0.066689 -0.1138 0.0681 0.1001
C 0.319966 4.621558 -0.118903 0.0342 0.2049 -0.0916
C -1.514787 3.709745 -2.388826 0.0386 0.1280 -0.1397
Si -1.668229 2.422283 2.988633 0.0067 0.1075 -0.7304
C -2.749888 3.918416 3.370284 0.0546 0.0383 0.3921
C -2.249040 1.011804 4.091689 0.0402 0.0157 0.2057
C 0.145428 2.799299 3.324882 -0.0728 0.0101 0.4318
H -4.851749 0.272769 -2.002178 0.1652 0.0561 -0.0950
H -3.097132 0.015688 -1.941608 -0.1090 0.1513 0.1128
H -3.748141 1.605841 -2.392386 -0.0636 -0.1621 0.2046
H -6.207106 2.168289 0.192497 0.0853 0.1921 0.0356
H -5.190567 2.970499 1.400167 0.0424 -0.0903 -0.2020
H -5.072530 3.434107 -0.312765 -0.0036 -0.2280 0.1277
H -3.957540 -1.194635 0.800960 -0.0850 0.1681 0.0611
H -4.353842 -0.140825 2.181489 -0.0441 -0.0138 -0.2245
H -5.567902 -0.448365 0.922478 0.2116 -0.0769 0.0841
H -2.622462 5.580491 0.987425 -0.0034 -0.0797 -0.2034
H -2.428556 6.182064 -0.662050 -0.0036 -0.1647 0.0712
H -3.694921 5.003500 -0.298813 0.2327 0.0252 0.0455
H 1.100449 4.051146 -0.637247 -0.1671 0.0667 0.1127
H 0.376004 5.661914 -0.471261 0.0845 -0.1553 0.0763
H 0.539166 4.616102 0.954472 -0.0686 0.0188 -0.2297
H -0.614968 3.230349 -2.791374 -0.1532 0.0461 0.1177
H -2.385932 3.120820 -2.696099 0.1702 0.1484 0.0953
H -1.596111 4.698638 -2.862660 0.0016 -0.1586 0.0316
H -3.799640 3.767383 3.083972 0.2658 0.0156 0.0439
H -2.716837 4.064274 4.460888 -0.1081 0.1158 -0.1925
H -2.387879 4.838937 2.897964 -0.0523 -0.2267 0.1172
H -1.566772 0.153322 4.078751 -0.1388 0.1606 -0.0297
H -2.277641 1.399931 5.121943 -0.0204 -0.1749 -0.1683
H -3.257207 0.660792 3.837565 0.2224 0.1146 0.0680
H 0.797249 1.978583 2.997931 -0.1646 0.1546 0.0370
H 0.480695 3.724023 2.838929 -0.1103 -0.2246 0.1415
H 0.260439 2.919746 4.412846 0.1673 0.0294 -0.1988

---

Number 1: calculated total energy -2886.90303 Ha. Number 2: calculated total energy -2675.63229 Ha. Number 3: calculated total energy -2729.38526 Ha.